1.
Formula: C3H4ClN3
Source: the Open Molecules 2025 dataset
Level of theory: ωB97M-V with the def2-TZVPD basis set

- lowest unoccupied orbital energy (eV) = 0.1
- molar mass (g/mol) = 117.539
- energy relative to the best compared isomer or geometry (same formula, charge and spin) (eV) = 3.820
- Kohn-Sham gap (Eh) = 0.33262

Geometry as XYZ:
```
11
C3H4ClN3, DFT ωB97M-V with the def2-TZVPD basis set
Cl 2.55616 0.73217 0.87004
N 1.62952 -1.05207 -0.64985
N -1.62055 1.48352 0.02921
N -1.87885 1.41168 2.47947
C -1.75228 1.47943 1.31821
C 1.92944 0.13427 -0.62707
C 1.03937 -2.12794 -0.78802
H -2.47529 1.10132 -0.50630
H -0.91402 2.12053 -0.25483
H -0.10500 -2.20489 -0.62333
H 1.59150 -3.07801 -1.24752
```

=====

2.
Formula: C3H4ClN3O
Source: the Open Molecules 2025 dataset
Level of theory: ωB97M-V with the def2-TZVPD basis set

- lowest unoccupied orbital energy (eV) = 0.3
- molar mass (g/mol) = 133.538
- energy relative to the best compared isomer or geometry (same formula, charge and spin) (eV) = 5.007
- SMILES string = NCc1nnoc1Cl
- Kohn-Sham gap (Eh) = 0.38528

Geometry as XYZ:
```
12
C3H4ClN3O, DFT ωB97M-V with the def2-TZVPD basis set
Cl 1.50944 2.15776 -0.07276
O 2.64223 -0.24327 -0.32940
N 1.22812 -1.69241 0.03000
N 2.43982 -1.44213 -0.19495
N -2.07461 -0.03277 -0.60937
C 0.44442 -0.44114 -0.05094
C 1.49990 0.40734 -0.10975
C -0.87772 -0.04317 0.39497
H -1.99960 0.63425 -1.28163
H -1.05030 -0.86058 1.19613
H -2.95453 0.58391 0.04534
H -0.80718 0.97221 0.98236
```

=====

3.
Formula: C3H4ClNO
Source: the Open Molecules 2025 dataset
Level of theory: ωB97M-V with the def2-TZVPD basis set

- spin multiplicity = 3
- lowest unoccupied orbital energy (alpha / beta) (eV) = 0.9 / -2.6
- molar mass (g/mol) = 105.524
- energy relative to the best compared isomer or geometry (same formula, charge and spin) (eV) = 1.375
- Kohn-Sham gap (alpha / beta) (Eh) = 0.26458 / 0.27403

Geometry as XYZ:
```
10
C3H4ClNO, DFT ωB97M-V with the def2-TZVPD basis set
Cl 0.95357 1.91065 1.11737
O -0.76947 -1.41294 1.74539
N -0.29426 1.46729 -1.25365
C 0.31631 1.11852 -0.23327
C 0.52967 -0.79652 -0.11914
C -0.69486 -1.26489 0.55046
H -1.53888 -1.47953 -0.04573
H 1.40876 -0.82578 0.64975
H -0.43717 2.46095 -1.30843
H 0.52633 -1.17773 -1.10277
```

=====

4.
Formula: C3H4ClNO2S
Source: the Open Molecules 2025 dataset
Level of theory: ωB97M-V with the def2-TZVPD basis set

- lowest unoccupied orbital energy (alpha / beta) (eV) = -1.2 / -1.2
- molar mass (g/mol) = 153.590
- energy relative to the best compared isomer or geometry (same formula, charge and spin) (eV) = 1.378
- Kohn-Sham gap (alpha / beta) (Eh) = 0.31365 / 0.31356

Geometry as XYZ:
```
12
C3H4ClNO2S, DFT ωB97M-V with the def2-TZVPD basis set
Cl 4.60316 -1.90517 2.01656
S 1.74338 -1.39874 2.89002
O 0.64705 -0.40843 2.49081
O 1.72635 -1.91522 -1.77318
N 0.27007 -0.27657 -0.91467
C 1.11504 -1.05329 -1.24436
C -0.21799 0.80204 -0.09349
C 3.20013 -0.96810 2.15139
H -0.75349 0.26705 0.79901
H -0.82287 1.53570 -0.83934
H 0.57007 1.25777 0.42645
H 3.01802 -0.15956 1.47111
```

=====

5.
Formula: C3H4ClNS
Source: the Open Molecules 2025 dataset
Level of theory: ωB97M-V with the def2-TZVPD basis set

- lowest unoccupied orbital energy (eV) = 0.1
- molar mass (g/mol) = 121.592
- energy relative to the best compared isomer or geometry (same formula, charge and spin) (eV) = 0.352
- SMILES string = S=CN/C=C/Cl
- Kohn-Sham gap (Eh) = 0.32555

Geometry as XYZ:
```
10
C3H4ClNS, DFT ωB97M-V with the def2-TZVPD basis set
Cl -3.05292 -0.94289 -0.00852
S 1.88278 -1.60132 -0.00444
N 0.56913 0.79032 -0.01106
C -0.79293 0.43563 -0.00266
C 1.70698 0.04320 -0.03235
C -1.33566 -0.79621 -0.04410
H 2.58065 0.70593 -0.01225
H -0.79523 -1.74066 0.05178
H 0.71241 1.81495 0.03399
H -1.47521 1.29104 0.02962
```

=====

6.
Formula: C3H4ClNS
Source: the Open Molecules 2025 dataset
Level of theory: ωB97M-V with the def2-TZVPD basis set

- lowest unoccupied orbital energy (alpha / beta) (eV) = -0.4 / -0.4
- molar mass (g/mol) = 121.592
- energy relative to the best compared isomer or geometry (same formula, charge and spin) (eV) = 3.410
- SMILES string = [S-][N+]#CCl.C=C
- Kohn-Sham gap (alpha / beta) (Eh) = 0.29835 / 0.29837

Geometry as XYZ:
```
10
C3H4ClNS, DFT ωB97M-V with the def2-TZVPD basis set
Cl 1.16939 2.19981 0.84554
S -2.66668 0.67799 1.76905
N -1.34608 1.23198 1.30061
C -0.31595 1.49163 0.76767
C 1.09333 -1.04367 -1.05683
C -0.06254 -0.72305 -0.46756
H -0.42760 -1.15173 0.40273
H 1.64642 -1.91862 -0.60410
H 1.60403 -0.75003 -1.93876
H -0.69433 -0.01431 -1.01835
```

=====

7.
Formula: C3H4ClNS
Source: the Open Molecules 2025 dataset
Level of theory: ωB97M-V with the def2-TZVPD basis set

- lowest unoccupied orbital energy (eV) = 0.8
- molar mass (g/mol) = 121.592
- energy relative to the best compared isomer or geometry (same formula, charge and spin) (eV) = 2.331
- SMILES string = NSC=C=CCl
- Kohn-Sham gap (Eh) = 0.32681

Geometry as XYZ:
```
10
C3H4ClNS, DFT ωB97M-V with the def2-TZVPD basis set
Cl -2.85882 0.35665 0.43335
S 1.93917 -0.36902 0.31333
N 1.25454 1.16241 0.64608
C -1.59206 -0.04465 -0.57803
C 0.54630 -1.40693 -0.01563
C -0.58953 -0.80286 -0.19509
H -1.36507 0.32798 -1.60260
H 0.79565 -2.44524 -0.16795
H 0.36668 1.37962 1.15959
H 1.50314 1.84205 0.00693
```

=====

8.
Formula: C3H4ClNS2
Source: the Open Molecules 2025 dataset
Level of theory: ωB97M-V with the def2-TZVPD basis set

- lowest unoccupied orbital energy (alpha / beta) (eV) = -1.0 / -0.6
- molar mass (g/mol) = 153.659
- energy relative to the best compared isomer or geometry (same formula, charge and spin) (eV) = 4.704
- Kohn-Sham gap (alpha / beta) (Eh) = 0.28012 / 0.27511

Geometry as XYZ:
```
11
C3H4ClNS2, DFT ωB97M-V with the def2-TZVPD basis set
Cl 2.27743 -0.43248 0.97830
S 0.75937 1.80246 -1.07807
S -0.56948 1.28283 1.57058
N -0.33711 1.02875 -0.11829
C 1.39205 -1.35366 0.01642
C 0.17537 -1.36510 -0.49435
C -0.93525 -0.22146 -0.43995
H -0.12701 -2.30178 -1.11064
H -1.38801 -0.18889 -1.44652
H 0.27265 2.21646 1.75052
H -1.52000 -0.46714 0.37200
```

=====

9.
Formula: C3H4CoO4
Source: the Open Molecules 2025 dataset
Level of theory: ωB97M-V with the def2-TZVPD basis set

- spin multiplicity = 6
- lowest unoccupied orbital energy (alpha / beta) (eV) = 0.0 / -4.0
- molar mass (g/mol) = 162.994
- Kohn-Sham gap (alpha / beta) (Eh) = 0.25718 / 0.22189

Geometry as XYZ:
```
12
C3H4CoO4, DFT ωB97M-V with the def2-TZVPD basis set
Co 0.74318 -1.92269 0.96090
O 1.95580 -0.73490 0.01309
O -2.52390 -0.90834 0.08945
O 2.67019 1.06382 -1.10784
O 0.52436 0.55756 -1.15806
C 1.81007 0.28425 -0.71913
C -0.47927 -0.36013 -0.92039
C -1.48428 -0.06700 -0.07733
H -3.07206 -0.63196 0.82960
H 0.12545 -0.74072 2.12107
H -0.52025 -1.22291 -1.59173
H -1.43291 0.81662 0.56351
```

=====

10.
Formula: C3H4CsMgO4
Source: the Open Molecules 2025 dataset
Level of theory: ωB97M-V with the def2-TZVPD basis set

- spin multiplicity = 2
- lowest unoccupied orbital energy (alpha / beta) (eV) = -1.1 / -1.1
- molar mass (g/mol) = 261.271
- energy relative to the best compared isomer or geometry (same formula, charge and spin) (eV) = 1.699
- Kohn-Sham gap (alpha / beta) (Eh) = 0.15327 / 0.21244

Geometry as XYZ:
```
13
C3H4CsMgO4, DFT ωB97M-V with the def2-TZVPD basis set
Cs -4.57404 0.73809 0.62549
Mg 2.27025 1.55883 0.81381
O -0.54162 0.13267 -0.90678
O -1.41444 2.05291 -0.47967
O 0.84613 1.85705 -0.57238
O 1.55087 -0.27535 1.32993
C 0.74632 -1.10098 0.77740
C 0.39500 -0.90710 -0.68362
C -0.33804 1.47288 -0.68070
H -1.23556 -0.77405 1.26876
H -0.08324 -1.82565 -1.04801
H 1.10846 -2.14610 0.89739
H 1.26992 -0.78321 -1.34161
```

=====

11.
Formula: C3H4CuFO2
Source: the Open Molecules 2025 dataset
Level of theory: ωB97M-V with the def2-TZVPD basis set

- spin multiplicity = 3
- lowest unoccupied orbital energy (alpha / beta) (eV) = -10.2 / -14.2
- molar mass (g/mol) = 154.607
- net charge = +2
- Kohn-Sham gap (alpha / beta) (Eh) = 0.28760 / 0.26144

Geometry as XYZ:
```
11
C3H4CuFO2, DFT ωB97M-V with the def2-TZVPD basis set
Cu 0.45194 0.57031 -0.87764
F 2.69376 1.40449 0.87496
O 1.79380 -0.41223 1.59428
O -0.89911 0.74360 -2.08500
C 0.72285 -1.07929 2.07086
C -2.06020 0.39258 -2.21999
C 1.79148 0.48633 0.68096
H 0.97598 -1.83291 2.80891
H -0.26674 -0.81987 1.70378
H -2.62709 -0.03602 -1.37757
H -2.57666 0.58300 -3.17356
```

=====

12.
Formula: C3H4CuO3
Source: the Open Molecules 2025 dataset
Level of theory: ωB97M-V with the def2-TZVPD basis set

- spin multiplicity = 2
- lowest unoccupied orbital energy (alpha / beta) (eV) = -1.1 / -1.2
- molar mass (g/mol) = 151.608
- energy relative to the best compared isomer or geometry (same formula, charge and spin) (eV) = 0.679
- Kohn-Sham gap (alpha / beta) (Eh) = 0.28786 / 0.29138

Geometry as XYZ:
```
11
C3H4CuO3, DFT ωB97M-V with the def2-TZVPD basis set
Cu -0.83866 5.33974 -0.49005
O -2.89898 4.73191 -0.41864
O -3.37256 2.59735 -0.18973
O -1.23577 3.25300 -0.29296
C -2.93319 1.04743 -0.06215
C -4.09995 0.19190 0.01160
C -2.45059 3.56531 -0.29820
H -2.29789 0.99444 0.83192
H -4.60180 -0.14028 -0.89853
H -4.59779 0.01014 0.96536
H -2.30360 0.84903 -0.93964
```

=====

13.
Formula: C3H4ErO4
Source: the Open Molecules 2025 dataset
Level of theory: ωB97M-V with the def2-TZVPD basis set

- spin multiplicity = 5
- lowest unoccupied orbital energy (alpha / beta) (eV) = -0.6 / -2.1
- molar mass (g/mol) = 271.321
- energy relative to the best compared isomer or geometry (same formula, charge and spin) (eV) = 6.162
- Kohn-Sham gap (alpha / beta) (Eh) = 0.25184 / 0.19218

Geometry as XYZ:
```
12
C3H4ErO4, DFT ωB97M-V with the def2-TZVPD basis set
Er -1.20301 -2.28864 -1.23322
O 3.51663 4.77531 1.20704
O -1.12109 -0.61412 1.38047
O -1.12622 0.66418 -0.51834
O 0.49381 -0.59267 -0.13953
C -0.62966 -0.01539 0.44030
C 1.52998 0.40655 -0.37763
C 0.92876 1.66171 -0.52801
H 1.25680 2.47394 0.13454
H 2.21581 0.20958 0.45405
H 0.69752 2.04321 -1.52689
H 4.22397 5.33845 1.53221
```

=====

14.
Formula: C3H4F2
Source: the Open Molecules 2025 dataset
Level of theory: ωB97M-V with the def2-TZVPD basis set

- lowest unoccupied orbital energy (eV) = 1.0
- molar mass (g/mol) = 78.061
- energy relative to the best compared isomer or geometry (same formula, charge and spin) (eV) = 0.857
- SMILES string = CC=C(F)F
- Kohn-Sham gap (Eh) = 0.37558

Geometry as XYZ:
```
9
C3H4F2, DFT ωB97M-V with the def2-TZVPD basis set
F -1.67760 -0.59198 0.01650
F -0.49586 1.27846 0.01663
C -0.48074 -0.04936 -0.05515
C 1.93052 -0.02966 -0.01286
C 0.63917 -0.78475 0.01755
H 1.48886 0.75517 -0.69932
H 2.83688 -0.57591 -0.21306
H 2.21600 0.61157 0.83571
H 0.48571 -1.78648 0.08126
```

=====

15.
Formula: C3H4F2IN
Source: the Open Molecules 2025 dataset
Level of theory: ωB97M-V with the def2-TZVPD basis set

- lowest unoccupied orbital energy (eV) = -0.4
- molar mass (g/mol) = 218.972
- energy relative to the best compared isomer or geometry (same formula, charge and spin) (eV) = 1.605
- SMILES string = CC(NI)=C(F)F
- Kohn-Sham gap (Eh) = 0.27878

Geometry as XYZ:
```
11
C3H4F2IN, DFT ωB97M-V with the def2-TZVPD basis set
I -2.89964 0.68502 0.01205
F 2.30431 -1.14305 0.33583
F 0.74439 -2.49585 -0.19009
N -1.24595 -0.41190 -0.40321
C 0.11480 -0.21807 -0.00621
C 1.02962 -1.23269 0.10881
C 0.41615 1.24743 0.14306
H 0.35620 1.76063 -0.84260
H -1.57225 -1.38175 -0.60178
H -0.50293 1.61146 0.67185
H 1.25529 1.57876 0.77228
```

=====

16.
Formula: C3H4F2N2
Source: the Open Molecules 2025 dataset
Level of theory: ωB97M-V with the def2-TZVPD basis set

- lowest unoccupied orbital energy (alpha / beta) (eV) = -0.2 / 0.1
- molar mass (g/mol) = 106.075
- energy relative to the best compared isomer or geometry (same formula, charge and spin) (eV) = 2.804
- Kohn-Sham gap (alpha / beta) (Eh) = 0.26262 / 0.35561

Geometry as XYZ:
```
11
C3H4F2N2, DFT ωB97M-V with the def2-TZVPD basis set
F -3.36515 -0.05975 -0.75110
F -1.88674 -1.14564 0.45182
N 0.86450 -0.48017 -0.15429
N 0.08286 2.83550 0.44406
C -2.62723 -0.01075 0.37058
C 0.48748 0.65208 -0.77815
C 0.26484 1.83248 -0.10426
H 0.83353 -0.50752 0.85176
H 0.80900 -1.35747 -0.64276
H -3.21117 0.15820 1.26695
H 0.38384 0.63887 -1.85391
```

=====

17.
Formula: C3H4F2O
Source: the Open Molecules 2025 dataset
Level of theory: ωB97M-V with the def2-TZVPD basis set

- lowest unoccupied orbital energy (eV) = 0.7
- molar mass (g/mol) = 94.060
- energy relative to the best compared isomer or geometry (same formula, charge and spin) (eV) = 2.177
- SMILES string = O[C@@H]1[C@@H](F)[C@H]1F
- Kohn-Sham gap (Eh) = 0.38128

Geometry as XYZ:
```
10
C3H4F2O, DFT ωB97M-V with the def2-TZVPD basis set
F -1.87671 1.07738 0.24587
F -1.40109 -1.40035 0.24181
O 1.82277 0.39554 0.44648
C -0.37894 -0.72217 -0.36038
C -0.69246 0.79540 -0.22007
C 0.48483 0.02866 0.65534
H -0.02019 -1.22852 -1.25070
H -0.37793 1.37864 -1.17395
H 2.23567 -0.18399 -0.25992
H 0.20405 -0.14060 1.67551
```

=====

18.
Formula: C3H4F2O
Source: the Open Molecules 2025 dataset
Level of theory: ωB97M-V with the def2-TZVPD basis set

- lowest unoccupied orbital energy (eV) = 1.0
- molar mass (g/mol) = 94.060
- energy relative to the best compared isomer or geometry (same formula, charge and spin) (eV) = 3.132
- SMILES string = FC(F)[C@H]1CO1
- Kohn-Sham gap (Eh) = 0.43340

Geometry as XYZ:
```
10
C3H4F2O, DFT ωB97M-V with the def2-TZVPD basis set
F 2.08078 -0.30484 0.15257
F 0.77396 1.40990 -0.08332
O -1.34242 0.31187 -0.79455
C 1.08646 0.15040 -0.49255
C -0.33316 -0.54678 -0.30316
C -1.12577 0.17601 0.61833
H 1.67168 0.03654 -1.44703
H -0.82749 1.10696 1.35017
H -0.33269 -1.71644 -0.19973
H -1.65134 -0.62361 1.19927
```

=====

19.
Formula: C3H4F2O
Source: the Open Molecules 2025 dataset
Level of theory: ωB97M-V with the def2-TZVPD basis set

- lowest unoccupied orbital energy (eV) = 0.7
- molar mass (g/mol) = 94.060
- energy relative to the best compared isomer or geometry (same formula, charge and spin) (eV) = 2.753
- SMILES string = O[C@@H]1[C@@H](F)[C@H]1F
- Kohn-Sham gap (Eh) = 0.38650

Geometry as XYZ:
```
10
C3H4F2O, DFT ωB97M-V with the def2-TZVPD basis set
F 0.75911 -1.84848 0.61696
F 1.55585 0.38739 1.21083
O -1.10167 0.42029 -1.22555
C 0.13574 0.16384 -0.64023
C 0.22146 0.55497 0.76254
C -0.25552 -0.92104 0.43962
H -0.99013 1.15086 -1.90273
H -0.14972 1.41596 1.46519
H 1.12309 -0.20216 -1.17048
H -1.29821 -1.12162 0.44384
```

=====

20.
Formula: C3H4F2S2
Source: the Open Molecules 2025 dataset
Level of theory: ωB97M-V with the def2-TZVPD basis set

- lowest unoccupied orbital energy (eV) = -0.8
- molar mass (g/mol) = 142.195
- energy relative to the best compared isomer or geometry (same formula, charge and spin) (eV) = 0.874
- SMILES string = CSC(=S)C(F)F
- Kohn-Sham gap (Eh) = 0.30455

Geometry as XYZ:
```
11
C3H4F2S2, DFT ωB97M-V with the def2-TZVPD basis set
S -0.42774 0.88060 2.74874
S 0.23886 1.62030 0.02829
F -1.08975 -1.76542 0.32375
F 1.12309 -1.47906 0.22112
C -0.03748 -1.24593 0.96052
C 0.04340 0.91296 -1.64343
C -0.02329 0.32132 1.28081
H -0.95526 0.51710 -1.73773
H 0.80109 0.21342 -1.87715
H 0.13913 -1.84858 1.93535
H 0.18796 1.87328 -2.24027
```